Entry 1:
Here is a 8-piece molecular cluster, C8H28F6N2O10S2 overall in a non-equilibrium geometry from the OMol25 dataset. Energies are from wB97M-V/def2-TZVPD.

Atoms and positions in Å:
N (37.967, -10.167, -5.709)
H (37.086, -9.762, -5.994)
H (37.849, -10.667, -4.839)
H (38.678, -9.498, -5.451)
H (38.257, -10.795, -6.445)
C (34.799, -10.923, -2.284)
F (34.949, -11.363, -3.503)
F (35.061, -9.714, -2.258)
F (33.572, -11.177, -1.956)
S (36.033, -11.888, -1.067)
O (35.846, -11.221, 0.237)
O (35.639, -13.316, -1.162)
N (37.605, -11.649, -1.849)
S (38.514, -11.202, -0.646)
O (38.508, -9.771, -0.283)
O (38.390, -12.057, 0.545)
C (40.268, -11.608, -1.434)
F (40.204, -12.826, -1.925)
F (40.424, -10.768, -2.471)
F (41.275, -11.404, -0.556)
O (38.415, -14.529, -4.555)
H (38.343, -14.024, -3.745)
H (37.968, -15.353, -4.364)
O (40.713, -15.679, -7.605)
H (40.205, -15.283, -6.897)
H (40.056, -15.986, -8.230)
O (40.502, -6.728, -5.512)
H (40.189, -5.846, -5.715)
H (41.281, -6.589, -4.974)
O (37.525, -12.489, -9.003)
H (37.858, -13.313, -9.359)
H (36.653, -12.397, -9.385)
C (37.147, -7.104, -11.155)
C (36.211, -6.429, -10.169)
C (35.221, -5.573, -10.816)
O (35.552, -7.422, -9.382)
H (36.587, -7.605, -11.945)
H (37.764, -7.895, -10.729)
H (37.846, -6.349, -11.515)
H (36.817, -5.763, -9.555)
H (35.672, -4.719, -11.322)
H (34.600, -5.104, -10.052)
H (34.571, -6.155, -11.468)
H (35.276, -8.137, -9.961)
C (43.291, -8.891, -9.429)
C (44.362, -9.151, -10.508)
C (44.731, -7.870, -11.279)
O (45.541, -9.670, -9.966)
H (43.089, -9.697, -8.724)
H (42.344, -8.630, -9.903)
H (43.598, -8.094, -8.751)
H (44.023, -9.904, -11.219)
H (45.126, -7.031, -10.705)
H (43.807, -7.490, -11.714)
H (45.351, -8.046, -12.158)
H (45.414, -10.539, -9.579)

Properties
- Kohn-Sham gap: 7.347 eV
- HOMO: -8.78 eV
- Energy: -2578.93497 hartree
- Maximum force: 5.07 eV/Å

---

Entry 2:
Here is a 7-piece molecular cluster, C8H29N10O7 overall in a non-equilibrium geometry from the OMol25 dataset. Energies are from wB97M-V/def2-TZVPD.

Atoms and positions in Å:
C (0.449, -0.843, 0.668)
O (-0.805, -1.283, 1.180)
H (0.507, -0.724, -0.414)
H (0.819, 0.086, 1.100)
H (1.113, -1.646, 0.990)
C (-4.084, 5.183, 0.144)
C (-3.117, 3.983, -0.026)
O (-2.718, 3.472, 1.235)
H (-4.704, 5.432, -0.718)
H (-3.739, 6.112, 0.596)
H (-4.920, 4.932, 0.797)
H (-2.274, 4.312, -0.634)
H (-3.610, 3.158, -0.540)
H (-2.282, 2.620, 1.167)
C (1.255, -6.530, 2.558)
O (0.117, -6.299, 2.318)
N (1.663, -7.724, 2.790)
N (2.186, -5.538, 2.667)
H (1.050, -8.520, 2.687)
H (2.661, -7.792, 2.930)
H (3.120, -5.747, 2.989)
H (1.794, -4.655, 2.372)
C (1.224, -0.097, 6.376)
O (2.017, -0.974, 5.947)
N (1.470, 0.647, 7.386)
N (0.075, 0.312, 5.909)
H (2.207, 0.306, 7.986)
H (0.700, 1.126, 7.830)
H (-0.214, -0.049, 5.011)
H (-0.221, 1.182, 6.329)
C (-0.334, -0.894, -7.190)
O (-1.349, -1.474, -7.527)
N (0.351, -0.045, -7.871)
N (0.093, -0.943, -5.957)
H (0.337, -0.040, -8.881)
H (0.827, 0.671, -7.341)
H (-0.511, -1.422, -5.305)
H (0.830, -0.336, -5.628)
C (6.279, 3.775, -0.253)
O (6.140, 4.996, -0.090)
N (5.340, 2.906, 0.021)
N (7.395, 3.266, -0.729)
H (5.695, 1.964, -0.060)
H (4.521, 3.092, 0.583)
H (7.530, 2.334, -1.093)
H (8.081, 4.007, -0.737)
C (-5.566, -1.026, -2.297)
O (-6.041, -1.580, -1.306)
N (-4.298, -0.683, -2.385)
N (-6.277, -0.727, -3.340)
H (-3.859, -0.293, -3.207)
H (-3.760, -1.081, -1.629)
H (-5.879, -0.248, -4.135)
H (-7.283, -0.661, -3.275)

Properties
- Kohn-Sham gap: 4.137 eV
- Charge: -1
- HOMO: -2.03 eV
- Energy: -1396.48769 hartree
- Relative energy (zero: lowest compared OMol25 entry of this formula, charge and spin): 451.3 kJ/mol
- Maximum force: 7.09 eV/Å

---

Entry 3:
Here is a 6-piece molecular cluster, C8H29NO8 overall in a non-equilibrium geometry from the OMol25 dataset. Energies are from wB97M-V/def2-TZVPD.

Atoms and positions in Å:
C (-1.687, -2.293, -0.452)
O (-2.849, -1.597, -0.079)
C (-3.167, -1.774, 1.287)
C (-4.465, -1.040, 1.558)
C (-4.371, 0.444, 1.278)
N (-4.812, -1.249, 2.978)
H (-1.819, -3.378, -0.392)
H (-0.798, -1.961, 0.097)
H (-1.493, -2.004, -1.488)
H (-3.311, -2.850, 1.485)
H (-2.345, -1.430, 1.929)
H (-5.215, -1.539, 0.930)
H (-5.317, 0.919, 1.555)
H (-4.262, 0.629, 0.210)
H (-3.537, 0.881, 1.822)
H (-5.711, -0.820, 3.174)
H (-5.001, -2.231, 3.164)
O (5.201, -2.385, -1.706)
C (4.709, -1.097, -1.366)
C (5.644, 0.022, -1.779)
O (5.214, 1.235, -1.152)
H (5.404, -2.383, -2.646)
H (3.725, -0.968, -1.836)
H (4.545, -1.026, -0.294)
H (5.748, 0.141, -2.859)
H (6.627, -0.206, -1.352)
H (4.814, 1.805, -1.812)
O (0.389, 1.591, -1.721)
C (0.080, 2.927, -1.342)
C (-0.930, 3.604, -2.234)
O (-2.259, 3.169, -1.989)
H (0.105, 1.452, -2.629)
H (-0.237, 2.908, -0.298)
H (1.000, 3.532, -1.375)
H (-0.700, 3.325, -3.267)
H (-0.831, 4.678, -2.061)
H (-2.749, 3.860, -1.538)
O (1.491, -0.542, -0.179)
H (1.634, -0.340, 0.752)
H (1.054, 0.244, -0.532)
O (2.243, 1.131, 2.728)
H (2.951, 1.593, 2.271)
H (1.745, 1.820, 3.175)
O (0.995, -2.974, 3.004)
H (0.702, -2.482, 2.232)
H (1.845, -3.339, 2.747)

Properties
- Kohn-Sham gap: 9.541 eV
- HOMO: -9.25 eV
- Energy: -978.80219 hartree
- Relative energy (zero: lowest compared OMol25 entry of this formula, charge and spin): 46.5 kJ/mol
- Structure (SMILES): COC[C@H](C)N.OCCO.OCCO.O.O.O
- Maximum force: 1.11 eV/Å

---

Entry 4:
Here is one molecule with the formula C8H2Cl2N2O2 in a non-equilibrium geometry from the OMol25 dataset. Energies are from wB97M-V/def2-TZVPD.

Atoms and positions in Å:
O (-2.514, 0.840, -0.634)
C (-1.483, 0.622, -0.009)
C (-1.370, 0.960, 1.442)
Cl (-2.791, 1.609, 2.224)
C (-0.195, 0.790, 2.129)
Cl (-0.075, 1.133, 3.827)
C (0.976, 0.223, 1.426)
O (2.046, 0.149, 2.036)
C (0.851, -0.212, 0.001)
N (1.826, -0.867, -0.576)
C (1.698, -1.309, -1.849)
N (0.589, -1.153, -2.543)
C (-0.428, -0.510, -1.955)
C (-0.359, -0.039, -0.677)
H (2.546, -1.829, -2.304)
H (-1.317, -0.409, -2.540)

Properties
- Kohn-Sham gap: 8.234 eV
- HOMO: -10.41 eV
- Energy: -1486.41491 hartree
- Relative energy (zero: lowest compared OMol25 entry of this formula, charge and spin): 0.0 kJ/mol
- Structure (SMILES): O=C1C(Cl)=C(Cl)C(=O)c2ncncc21
- Maximum force: 3.56 eV/Å